Entry 1:
{"formula": "C7H6O3S", "method": "wB97M-V/def2-TZVPD", "elements": ["C", "C", "C", "C", "C", "C", "C", "O", "O", "O", "S", "H", "H", "H", "H", "H", "H"], "coordinates": [[0.76, 1.69, 0.31], [0.98, 0.70, 1.24], [-0.53, 1.85, -0.32], [-0.06, -0.07, 1.71], [-1.53, 1.05, 0.09], [-1.30, 0.08, 1.05], [-2.85, 0.92, -0.48], [-3.34, 1.66, -1.31], [-2.38, -0.71, 1.29], [-1.32, -2.25, -0.81], [-3.65, -0.41, 0.30], [1.54, 2.44, 0.14], [1.92, 0.50, 1.58], [-0.78, 2.66, -1.00], [0.07, -0.82, 2.39], [-1.79, -3.06, -1.20], [-0.49, -2.50, -0.44]], "homo_energy_ev": -8.71, "e_above_lowest_kj_mol": 0.0, "multiplicity": 1, "gap_ev": 8.89, "smiles": "O=c1soc2ccccc12.O", "total_energy_ha": -894.21814}


Entry 2:
{"formula": "C7H6S", "method": "wB97M-V/def2-TZVPD", "elements": ["C", "C", "C", "C", "C", "C", "C", "H", "H", "H", "H", "H", "H", "S"], "coordinates": [[0.23, 2.23, -0.19], [-0.25, 1.02, 0.06], [0.56, -0.20, 0.01], [2.01, -0.15, 0.19], [-0.07, -1.38, -0.05], [-1.49, -1.52, -0.12], [-2.70, -1.70, -0.04], [-0.46, 3.07, -0.16], [1.28, 2.39, -0.33], [-1.29, 0.85, 0.16], [2.40, 0.81, 0.48], [0.49, -2.30, 0.01], [-3.80, -1.80, 0.08], [3.10, -1.33, -0.11]], "homo_energy_ev": -8.78, "e_above_lowest_kj_mol": 295.0, "multiplicity": 1, "gap_ev": 7.57, "smiles": "C#C/C=C(\\C=C)C=S", "total_energy_ha": -668.38685}


Entry 3:
{"formula": "C7H7", "method": "wB97M-V/def2-TZVPD", "elements": ["C", "C", "C", "C", "C", "C", "C", "H", "H", "H", "H", "H", "H", "H"], "coordinates": [[-1.86, 0.45, 0.27], [-1.50, -0.63, -0.50], [-0.86, 1.26, 0.85], [-0.16, -0.96, -0.67], [0.49, 0.94, 0.59], [0.85, -0.18, -0.13], [2.27, -0.54, -0.33], [-2.87, 0.70, 0.38], [-2.26, -1.31, -0.91], [-1.17, 2.08, 1.48], [0.09, -1.90, -1.20], [1.27, 1.56, 1.02], [3.12, 0.00, -0.01], [2.59, -1.45, -0.84]], "homo_energy_ev": -0.91, "e_above_lowest_kj_mol": 14.7, "multiplicity": 1, "gap_ev": 5.30, "total_charge": -1, "total_energy_ha": -270.89727}


Entry 4:
{"formula": "C7H7Br2N2O2", "method": "wB97M-V/def2-TZVPD", "elements": ["C", "C", "C", "C", "C", "C", "C", "N", "N", "O", "O", "Br", "Br", "H", "H", "H", "H", "H", "H", "H"], "coordinates": [[-1.25, 0.13, 0.28], [-0.46, 1.34, 0.29], [0.85, 1.44, 0.40], [-0.96, -1.18, 0.11], [1.40, -1.19, 0.19], [-1.34, 2.59, 0.18], [0.24, -3.12, -0.78], [0.33, -1.81, -0.15], [2.04, 2.02, 0.33], [1.68, 3.22, 0.35], [3.12, 1.55, 0.19], [-2.51, -2.37, 0.39], [3.06, -1.84, -0.08], [-2.22, 0.46, 0.44], [-0.70, 3.58, 0.10], [-1.83, 2.64, -0.68], [-2.14, 2.73, 1.05], [-0.79, -3.40, -1.28], [1.12, -3.05, -1.43], [0.36, -3.74, 0.10]], "homo_energy_ev": [-13.30, -13.29], "e_above_lowest_kj_mol": 548.1, "multiplicity": 1, "gap_ev": [7.36, 7.36], "total_charge": 1, "total_energy_ha": -5678.33348}


Entry 5:
{"formula": "C7H7Br6N", "method": "wB97M-V/def2-TZVPD", "elements": ["C", "Br", "Br", "Br", "H", "C", "Br", "Br", "Br", "H", "N", "C", "C", "C", "C", "C", "H", "H", "H", "H", "H"], "coordinates": [[18.88, 22.17, -27.20], [17.96, 23.55, -26.09], [20.29, 21.44, -26.04], [19.54, 22.97, -28.84], [18.16, 21.37, -27.39], [17.31, 20.91, -23.66], [17.64, 19.08, -22.97], [18.18, 22.25, -22.56], [15.33, 21.30, -23.83], [17.77, 21.00, -24.64], [15.01, 20.44, -28.54], [16.06, 20.02, -29.28], [17.06, 19.20, -28.72], [16.94, 18.84, -27.35], [15.87, 19.28, -26.56], [14.88, 20.04, -27.26], [16.06, 20.31, -30.32], [17.83, 18.77, -29.34], [17.62, 18.14, -26.90], [15.79, 19.08, -25.51], [14.06, 20.40, -26.66]], "homo_energy_ev": -9.86, "e_above_lowest_kj_mol": 0.0, "multiplicity": 1, "gap_ev": 9.37, "total_energy_ha": -15769.73340}


Entry 6:
{"formula": "C7H7BrF2O2", "method": "wB97M-V/def2-TZVPD", "elements": ["C", "C", "C", "C", "C", "C", "C", "O", "O", "F", "F", "Br", "H", "H", "H", "H", "H", "H", "H"], "coordinates": [[-1.23, 0.09, -1.56], [-1.04, 0.50, -0.10], [-0.23, -0.71, -1.91], [0.49, 0.03, 0.06], [-2.45, 0.08, 0.60], [1.62, -0.02, 1.02], [2.49, -1.02, 0.98], [0.74, -0.78, -0.95], [1.76, 0.88, 2.08], [3.58, -1.20, 1.72], [2.44, -2.07, 0.20], [1.38, 2.05, -0.90], [-2.20, 0.18, -1.92], [-1.22, 1.63, -0.13], [0.01, -1.29, -2.84], [-3.03, 0.86, 0.15], [-2.45, -0.14, 1.66], [-2.83, -0.79, 0.09], [2.18, 1.72, 1.76]], "homo_energy_ev": -9.03, "e_above_lowest_kj_mol": 199.7, "multiplicity": 1, "gap_ev": 8.37, "smiles": "C[C@@H]1C=CO[C@]1(Br)C(O)=C(F)F", "total_energy_ha": -3195.02337}


What is the multiplicity in the second record? 1